[1]
The following is a quantum chemistry calculation of 8 unconnected molecules or ions with the total composition C5H27NO8, from the OMol25 dataset.

Computed properties:
LUMO energy   0.00 eV
Highest occupied orbital energy   -9.500 eV
SMILES string   CN[C@H](C)CCO.O.O.O.O.O.O.O

```
41
Properties=species:S:1:pos:R:3:forces:R:3:lowdin_charge:R:1
C -2.559260 0.543927 1.991508 -1.8856 -2.0879 -1.6828 -0.077
N -1.694499 -0.607681 1.474751 -1.2842 1.2123 3.4320 -0.106
C -1.760615 -0.887109 0.098926 -0.6117 -1.1803 -3.4353 -0.422
C -0.662132 -1.960561 -0.179947 -0.3573 0.5891 -0.8782 -0.137
C 0.761513 -1.452460 0.108474 -1.3616 -1.0904 0.2858 -0.292
O 1.377152 -2.539871 0.776725 0.8834 -0.2152 0.8150 -0.058
C -3.196639 -1.329982 -0.476882 0.2045 1.7812 0.5636 -0.036
H -3.671659 0.481076 1.635812 1.9579 0.3727 -0.4827 0.095
H -2.856655 0.512611 3.038542 1.4334 0.0055 0.4063 0.062
H -2.026014 1.397444 1.635991 -0.3254 1.0822 0.2680 0.058
H -1.964418 -1.419123 2.042421 0.2285 0.0159 -0.7063 0.119
H -1.474501 -0.042494 -0.569548 -0.1767 0.2208 1.0094 0.133
H -1.014870 -2.801146 0.402982 0.7184 -0.4429 0.5265 0.108
H -0.504465 -2.360500 -1.205469 -1.3393 0.4166 0.2670 0.127
H 1.253255 -1.253512 -0.848200 0.0114 0.2563 0.5647 0.086
H 0.719568 -0.574150 0.777944 0.2546 -0.3908 -0.5384 0.081
H 2.143021 -2.908627 0.328032 -0.0482 0.3921 -0.1912 0.094
H -3.292256 -2.366216 -0.710480 0.4627 -0.7873 -0.5913 0.049
H -3.409429 -0.664735 -1.354605 -0.0358 -0.9662 0.6201 0.086
H -4.031476 -1.198764 0.248267 0.6716 0.3958 -0.2282 0.061
H 2.276692 3.317311 -1.526085 0.1212 0.3191 -0.2908 0.009
H 3.395073 2.529533 -2.036300 -0.2533 0.7032 -0.5414 0.041
O 2.877138 3.325687 -2.291067 0.4860 -0.8885 0.7964 -0.072
H 0.745107 2.516804 -2.489555 -0.4848 -0.4856 -0.8734 0.021
H 1.152200 2.218172 -3.955071 -0.7110 0.2737 0.5972 0.090
O 0.375259 2.194952 -3.350302 0.8802 1.0749 -0.4585 -0.068
H 0.314419 0.713712 -3.438523 0.7399 -2.5186 0.3460 0.007
H 0.647214 -0.630349 -2.580423 -0.0109 0.1491 -0.0449 -0.039
O 0.612376 -0.306756 -3.483919 -0.7030 1.4035 -0.1858 -0.142
H 1.849941 0.916980 2.231278 1.4688 -0.5067 -0.9889 0.099
H 2.245872 -0.465220 2.439617 0.5372 -0.7146 -0.2522 0.055
O 2.534643 0.268012 1.881747 -1.7398 1.2919 1.7139 -0.068
H 2.991715 0.254608 0.132321 -0.2756 0.1030 -0.1768 0.020
H 3.560362 0.266690 -1.301281 -0.1504 -0.1088 -0.0393 0.063
O 2.739256 0.361888 -0.804386 1.0571 -0.0480 -0.1970 -0.075
H -0.479893 -0.650567 3.608728 0.4061 -0.0315 -1.8605 -0.029
H -1.361792 -0.797556 4.738120 -0.1060 0.0205 0.6075 0.033
O -0.456734 -0.545376 4.539619 -0.2592 0.0340 1.1276 -0.040
H 0.248410 2.471389 -0.089850 -0.0490 1.0430 -0.0189 0.075
H 0.695881 1.250653 -0.685434 1.2028 0.8194 -0.7748 0.063
O 0.901235 2.221311 -0.754464 -1.5568 -1.5127 1.4906 -0.075
```
Forces are in eV/Å.

***

[2]
The following is a quantum chemistry calculation of 9 unconnected molecules or ions with the total composition C5H27NO9S, from the OMol25 dataset.

Computed properties:
LUMO energy   0.27 eV
Highest occupied orbital energy   -9.111 eV
SMILES string   CC(=O)NCCCS.O.O.O.O.O.O.O.O

```
43
Properties=species:S:1:pos:R:3:forces:R:3:lowdin_charge:R:1
O 0.248747 0.977737 1.233264 -0.0467 0.4389 -0.0940 -0.066
C -0.176598 0.763948 0.071259 1.4415 -1.4697 2.1979 -0.463
N -1.066255 -0.243761 -0.040116 -0.0960 0.7185 -1.9615 0.094
C -1.713445 -0.627464 -1.301834 0.4436 -1.2432 0.1399 -0.162
C -2.377326 0.529244 -2.081608 -1.4259 -0.4282 -0.7943 -0.263
C -2.959350 1.661989 -1.254887 0.3078 -0.5300 2.1853 -0.540
S -4.395271 1.216487 -0.179457 -0.1994 -1.1748 -0.8454 0.674
C 0.549716 1.449725 -1.028604 -0.1381 -0.7598 -2.3464 0.030
H -1.107437 -0.938214 0.691036 -0.1517 0.4443 0.4856 0.108
H -1.001593 -1.305059 -1.837589 -0.2800 1.1930 -0.4409 0.132
H -2.476759 -1.400344 -1.070049 0.0830 0.8781 0.3830 0.121
H -1.858837 1.024409 -2.892865 0.9413 -0.3150 0.0099 0.097
H -3.204621 0.040269 -2.618156 0.0612 0.1221 0.0082 0.103
H -2.223711 1.821457 -0.435457 -0.2994 0.8497 -0.8614 0.041
H -3.236302 2.578273 -1.778153 0.4190 -0.3149 -0.1709 0.071
H -4.678853 0.012187 -0.799761 0.0815 0.9210 0.4865 -0.126
H 0.024625 1.352078 -1.996378 0.2322 0.5528 0.4841 0.080
H 0.916830 2.431597 -0.811369 -0.7590 0.8595 0.3722 0.080
H 1.540762 1.014548 -1.273958 -0.6099 -0.7865 0.6345 0.107
H 2.229941 2.095226 1.141340 0.1761 0.6004 -0.0888 0.002
H 3.079324 3.432496 1.126204 -0.2402 -0.0795 0.1526 0.047
O 3.066845 2.510080 0.857921 -0.1200 -0.5384 -0.0668 -0.054
H 3.352192 -2.678165 -1.072054 0.3298 -0.2594 0.1380 0.030
H 4.282567 -1.624641 -0.400500 0.1296 -0.1708 0.2696 0.050
O 3.686098 -1.778849 -1.131372 -0.3392 0.3829 -0.6183 -0.042
H -0.042057 -2.861674 2.981825 0.6588 -0.1028 0.5268 0.074
H 0.707460 -1.447489 2.675164 0.2960 -0.5680 0.4703 0.045
O -0.022187 -2.049943 2.482385 -0.4823 0.5287 -0.9278 -0.038
H -0.798329 2.282744 2.658541 -0.1971 -0.2731 -0.0555 0.008
H 0.379638 3.145423 2.430006 -0.1852 0.1446 0.0988 0.012
O -0.509193 3.184803 2.805443 0.3074 0.2477 0.0217 -0.061
H 1.916997 -2.243718 -0.148834 -0.3759 0.3070 0.4533 -0.004
H 0.814886 -3.043955 0.637552 0.1172 0.3871 0.1341 0.010
O 1.472828 -3.093817 -0.061582 0.0306 -0.4715 -0.4369 -0.060
H 1.601699 0.165909 1.866110 0.3490 0.2990 -0.1653 -0.021
H 3.154365 0.349057 1.854926 -0.1065 0.0866 0.0404 0.025
O 2.448012 -0.244602 2.129551 -0.0961 -0.5159 0.1656 -0.067
H 2.528400 -0.760040 -3.095050 -0.1205 -0.2658 -0.2162 0.010
H 1.751282 -1.469823 -4.250894 0.2157 0.1940 0.3044 0.039
O 1.843777 -0.636817 -3.769417 -0.0630 0.0386 0.0523 -0.069
H -1.796700 -1.836829 2.605763 -0.3564 -0.2096 -0.3719 -0.010
H -3.282957 -1.644228 2.827681 -0.2985 0.0005 -0.1159 0.038
O -2.669208 -2.110256 2.253975 0.3656 0.2818 0.3632 -0.080
```
Forces are in eV/Å.

***

[3]
The following is a quantum chemistry calculation of 8 unconnected molecules or ions with the total composition C5H28N2O8, from the OMol25 dataset.

Computed properties:
Multiplicity   2
Charge   -1
LUMO energy (spin up / spin down)   2.78 / 2.70 eV
Highest occupied orbital energy (spin up / spin down)   0.210 / -6.270 eV
Expectation value of S²   0.75

```
43
Properties=species:S:1:pos:R:3:forces:R:3:lowdin_spin:R:1
C 1.638931 -0.802390 -0.601978 1.2991 1.4640 0.5142 0.017
N 2.582518 -0.492561 0.490430 0.3005 -1.2951 0.4582 0.005
C 2.996766 -1.574424 1.303492 0.0981 -1.3985 -0.2177 0.004
O 1.966398 -2.281873 2.030012 -0.9658 0.1714 0.4456 0.004
C 0.150718 -0.845246 -0.271961 -0.1190 -0.8776 -1.2958 0.029
C -0.491150 -2.248118 -0.583964 -1.4846 2.5673 2.0936 0.006
C -2.041453 -2.133724 -0.350931 0.1985 -2.2115 -1.9658 0.014
N -2.904042 -1.980311 -1.558063 0.2765 0.6339 0.6788 0.017
H 1.804392 0.125810 -1.145963 -0.2913 -0.3775 -0.9016 0.009
H 1.994617 -1.651943 -1.216091 -0.1515 0.4215 0.4421 0.001
H 2.274754 0.314096 1.023072 0.1994 -0.0778 0.0180 0.004
H 3.765192 -1.375424 2.054846 -0.0400 0.8359 -0.1604 0.001
H 3.415802 -2.407815 0.703981 0.0201 0.6913 -0.2933 0.000
H 1.124549 -1.808321 1.941532 0.4508 -0.0958 -0.0091 0.002
H -0.080916 -0.495504 0.745515 0.0777 -0.1727 -0.2384 0.010
H -0.253245 -0.080231 -0.966719 -0.5089 -0.3786 0.4926 0.035
H -0.260370 -2.918398 0.265871 0.9328 -0.2095 -1.0762 0.000
H -0.280006 -2.527559 -1.615481 0.2348 -0.5877 0.3190 0.003
H -2.303160 -1.442210 0.434590 -0.1225 0.1393 0.1753 0.006
H -2.279649 -3.185073 -0.114400 -0.3693 0.5760 0.9118 0.001
H -2.550994 -1.266638 -2.187878 -0.0418 -0.0252 -0.0618 0.029
H -2.912162 -2.875065 -2.022435 0.0356 0.1059 -0.3858 0.003
H -1.768659 1.822929 -4.533200 -0.4860 0.8272 0.2847 0.041
H -1.101860 2.968216 -3.519162 -0.8569 -0.2253 -0.4065 0.078
O -1.036686 2.118810 -3.985501 1.4327 -0.6977 0.2270 0.171
H -0.874842 2.107984 3.388116 0.0533 0.2878 0.0093 0.012
H -0.585041 2.003442 4.916876 -0.1721 0.0698 0.0165 0.005
O -0.229967 1.810836 4.048543 -0.0205 -0.3014 -0.0466 0.029
H 2.282659 2.717987 -0.689579 -0.1581 0.0671 -0.2668 0.019
H 2.286497 2.723401 0.812575 -0.2980 0.1481 -0.0822 0.008
O 1.761848 3.039204 0.055070 0.5030 -0.2341 0.3706 0.061
H -4.723137 -0.922712 -0.649986 0.7770 0.4140 -0.4651 0.004
H -4.486347 0.566595 -0.033779 0.2083 -0.4482 -0.6661 0.029
O -4.883010 -0.305346 0.067368 -0.8494 0.0596 1.1706 0.044
H -0.444496 4.026867 1.461928 -0.2394 -0.6834 -0.2587 0.022
H -1.150652 2.772087 0.813286 0.2013 0.2916 -0.2411 0.064
O -0.901650 3.186037 1.652950 -0.0084 0.1972 0.4773 0.097
H 1.258258 1.680766 2.560337 -0.0094 0.3634 0.2085 0.010
H 2.105329 0.633192 3.204213 0.2236 0.4085 -0.1039 0.005
O 2.190322 1.438220 2.663769 -0.1705 -0.5029 0.0757 0.019
H 0.406085 -0.532476 -3.088014 -0.2386 0.8620 -0.0748 0.014
H 1.351297 0.509473 -3.873609 -0.8585 -0.1750 0.4582 0.019
O 1.186561 -0.412594 -3.629678 0.9372 -0.6277 -0.6297 0.049
```
Forces are in eV/Å.

***

Calculated relative energy (zero: lowest compared OMol25 entry of this formula, charge and spin) in order - 70.2 11.2 27.3 kcal per mole